(1)
Density functional theory data (ωB97M-V with the def2-TZVPD basis set) for C6H14N2O2Sn as an isolated structure.

Cartesian coordinates (Å):
Sn1 -1.076 -3.361 -0.711
C1 -0.689 1.531 -1.439
C2 0.221 0.353 -1.622
O1 0.057 -0.655 -0.946
N1 1.256 0.461 -2.456
C3 2.242 -0.585 -2.696
H1 -1.710 1.232 -1.675
H2 -0.410 2.286 -2.174
H3 -0.456 1.876 -0.432
H4 1.386 1.267 -3.050
H5 2.184 -1.503 -2.111
H6 3.215 -0.193 -2.400
H7 2.299 -0.827 -3.757
C4 -2.417 0.637 1.814
C5 -1.326 -0.497 1.879
O2 -1.627 -1.643 1.604
N2 -0.124 -0.010 2.225
C6 1.017 -0.861 2.512
H8 -2.171 1.562 2.336
H9 -3.360 0.288 2.233
H10 -2.511 0.861 0.751
H11 -0.014 0.983 2.372
H12 1.836 -0.154 2.643
H13 1.323 -1.548 1.723
H14 0.855 -1.501 3.379

**ΔE to the lowest compared entry with this formula, charge and spin**: 52.33 kcal per mole
**Multiplicity**: 1
**Net charge**: +2
**Strongest force on any atom**: 5.12 eV/Å
**Lowest unoccupied orbital energy**: -11.155 eV
**DFT total energy**: -710.642450 Ha
**Frontier orbital gap**: 5.556 eV
**HOMO energy**: -16.71 eV

***

(2)
Density functional theory data (ωB97M-V with the def2-TZVPD basis set) for a 2-piece molecular cluster, C6H14N2S overall.

Cartesian coordinates (Å):
C1 0.779 -1.520 -0.752
C2 1.939 0.563 -0.486
C3 -1.969 -0.098 0.341
C4 1.376 1.351 -1.534
C5 -2.684 1.160 -0.116
C6 -1.684 -0.323 1.876
N1 1.644 -0.721 -0.190
N2 2.250 -1.203 1.018
S1 -1.729 -1.345 -0.706
H1 0.607 -1.391 -1.736
H2 0.637 -2.538 -0.375
H3 2.733 1.014 0.116
H4 1.555 2.456 -1.470
H5 0.314 1.345 -1.708
H6 1.673 1.007 -2.455
H7 -2.652 1.228 -1.205
H8 -2.346 2.078 0.430
H9 -3.618 0.971 0.286
H10 -2.039 0.460 2.494
H11 -0.582 -0.409 1.869
H12 -1.763 -1.382 2.286
H13 3.014 -0.562 1.186
H14 2.543 -2.141 0.832

**ΔE to the lowest compared entry with this formula, charge and spin**: 85.43 kcal per mole
**Multiplicity**: 1
**Strongest force on any atom**: 3.33 eV/Å
**Lowest unoccupied orbital energy (alpha / beta)**: 0.498 / 0.496 eV
**DFT total energy**: -744.517660 Ha
**Frontier orbital gap (alpha / beta)**: 6.712 / 6.708 eV
**HOMO energy (alpha / beta)**: -6.21 / -6.21 eV

***

(3)
Density functional theory data (ωB97M-V with the def2-TZVPD basis set) for a 2-piece molecular cluster, C6H14N2Si overall.

Cartesian coordinates (Å):
C1 -1.235 -1.632 -0.289
C2 -0.533 2.107 1.072
C3 0.718 -0.095 2.882
C4 1.792 0.378 0.191
C5 0.052 -0.469 -2.963
C6 -1.250 -0.582 0.425
N1 -1.437 -2.715 -0.810
N2 -0.932 -1.051 -3.474
Si1 0.177 0.433 1.050
H1 0.147 2.811 0.536
H2 -1.378 1.997 0.255
H3 -0.820 2.353 2.112
H4 1.649 0.485 3.113
H5 0.006 0.189 3.599
H6 0.841 -1.217 2.808
H7 2.190 -0.718 0.301
H8 1.742 0.683 -0.812
H9 2.644 0.939 0.663
H10 0.795 -1.078 -2.379
H11 0.272 0.521 -3.069
H12 -2.254 -0.195 0.417
H13 -1.718 -0.445 -3.782
H14 -1.468 -2.700 -1.845

**ΔE to the lowest compared entry with this formula, charge and spin**: 97.21 kcal per mole
**Multiplicity**: 1
**Strongest force on any atom**: 3.36 eV/Å
**Lowest unoccupied orbital energy**: 0.757 eV
**DFT total energy**: -635.936016 Ha
**Frontier orbital gap**: 9.668 eV
**HOMO energy**: -8.91 eV
**SMILES string**: C[Si](C)(C)C=C=N.C=N

***

(4)
Density functional theory data (ωB97M-V with the def2-TZVPD basis set) for an isolated ion of composition C6H14N3O2 and charge +1.

Cartesian coordinates (Å):
C1 2.218 0.796 -0.506
C2 -1.532 -0.171 0.830
C3 -1.369 1.157 0.149
C4 -0.173 -0.891 1.156
C5 -1.217 1.026 -1.311
C6 0.567 -1.058 -0.225
N1 0.024 -2.164 -0.891
N2 1.687 -0.469 -0.724
N3 0.629 -0.104 2.018
O1 1.574 1.681 0.274
O2 -0.347 1.740 -2.005
H1 3.173 1.181 -0.931
H2 -2.068 -0.057 1.725
H3 -2.078 -0.931 0.218
H4 -2.271 1.676 0.393
H5 -0.493 1.607 0.556
H6 -0.447 -2.006 1.398
H7 -1.877 0.348 -1.848
H8 -0.614 -2.713 -0.366
H9 0.489 -2.747 -1.611
H10 2.194 -0.875 -1.384
H11 1.227 -0.609 2.673
H12 0.118 0.696 2.427
H13 1.154 1.135 1.012
H14 -0.567 1.753 -3.029

**ΔE to the lowest compared entry with this formula, charge and spin**: 83.16 kcal per mole
**Multiplicity**: 1
**Net charge**: +1
**Strongest force on any atom**: 6.01 eV/Å
**Lowest unoccupied orbital energy (alpha / beta)**: -3.126 / -3.852 eV
**DFT total energy**: -551.383528 Ha
**Frontier orbital gap (alpha / beta)**: 7.586 / 6.120 eV
**HOMO energy (alpha / beta)**: -10.71 / -9.97 eV

***

(5)
Density functional theory data (ωB97M-V with the def2-TZVPD basis set) for the molecule C6H14N3O3PS.

Cartesian coordinates (Å):
C1 -2.265 2.986 -0.738
C2 1.431 1.893 -0.380
C3 -1.949 -3.213 1.305
C4 2.391 -2.316 0.370
C5 -1.155 2.020 -1.292
C6 -0.089 1.434 -0.338
N1 -1.585 0.715 -1.751
N2 -0.339 0.172 -1.046
N3 -2.393 0.229 -2.397
O1 -0.425 -1.051 -0.393
O2 -0.563 -3.041 1.130
O3 1.486 -1.576 1.248
P1 -0.057 -1.484 1.203
S1 -0.882 -0.505 2.653
H1 -2.824 2.425 0.012
H2 -2.717 3.323 -1.652
H3 -1.777 3.834 -0.324
H4 1.937 1.000 0.117
H5 1.637 2.782 0.286
H6 1.880 2.085 -1.345
H7 -2.175 -4.217 1.518
H8 -2.361 -2.876 0.348
H9 -2.449 -2.712 2.194
H10 2.292 -1.922 -0.687
H11 1.969 -3.280 0.460
H12 3.404 -2.305 0.709
H13 -0.729 2.533 -2.135
H14 -0.441 1.328 0.752

**ΔE to the lowest compared entry with this formula, charge and spin**: 33.67 kcal per mole
**Multiplicity**: 1
**Strongest force on any atom**: 3.57 eV/Å
**Lowest unoccupied orbital energy**: 0.728 eV
**DFT total energy**: -1366.419409 Ha
**Frontier orbital gap**: 8.884 eV
**HOMO energy**: -8.16 eV

***

(6)
Density functional theory data (ωB97M-V with the def2-TZVPD basis set) for an isolated ion of composition C6H14N3S and charge +1.

Cartesian coordinates (Å):
C1 0.187 -1.409 -1.625
C2 0.295 1.467 2.124
C3 1.911 2.266 -0.740
C4 -2.567 -3.616 -0.910
C5 1.010 0.748 0.983
C6 -0.160 1.048 -1.124
N1 0.157 -0.271 -1.893
N2 -0.056 -2.594 -1.200
N3 0.816 1.449 -0.274
S1 -1.395 -2.533 -0.070
H1 -0.781 1.449 1.974
H2 0.522 0.986 3.071
H3 0.620 2.502 2.177
H4 1.598 2.855 -1.598
H5 2.210 2.944 0.057
H6 2.776 1.661 -1.025
H7 -3.428 -3.683 -0.249
H8 -2.128 -4.601 -1.034
H9 -2.868 -3.187 -1.861
H10 0.633 -0.276 0.895
H11 2.081 0.698 1.192
H12 -1.090 0.776 -0.622
H13 -0.331 1.750 -1.940
H14 0.575 -3.381 -1.279

**ΔE to the lowest compared entry with this formula, charge and spin**: 57.75 kcal per mole
**Multiplicity**: 1
**Net charge**: +1
**Strongest force on any atom**: 2.24 eV/Å
**Lowest unoccupied orbital energy**: -4.204 eV
**DFT total energy**: -799.154999 Ha
**Frontier orbital gap**: 8.439 eV
**HOMO energy**: -12.64 eV
**SMILES string**: CCN(C)CN=C=[NH+]SC

***

(7)
Density functional theory data (ωB97M-V with the def2-TZVPD basis set) for a 2-piece molecular cluster, C6H14N3Si overall.

Cartesian coordinates (Å):
C1 1.382 -1.009 3.099
C2 0.765 0.953 4.164
C3 -0.486 -0.014 2.408
C4 1.256 0.342 -2.584
C5 -1.738 0.993 -3.301
C6 -1.179 -1.764 -1.889
N1 0.396 -1.000 2.343
N2 1.799 0.166 3.786
N3 -0.401 0.765 3.606
Si1 -0.604 0.005 -2.057
H1 2.068 -1.823 2.922
H2 1.031 1.765 4.764
H3 -0.701 0.569 -0.634
H4 1.480 1.262 -2.219
H5 1.820 -0.333 -2.033
H6 1.454 0.265 -3.650
H7 -2.379 0.321 -3.959
H8 -2.448 1.485 -2.654
H9 -1.235 1.727 -3.974
H10 -0.465 -2.466 -1.528
H11 -2.197 -1.908 -1.516
H12 -1.161 -2.059 -2.969
H13 2.785 0.448 3.986
H14 -1.243 1.310 3.887

**ΔE to the lowest compared entry with this formula, charge and spin**: 76.26 kcal per mole
**Multiplicity**: 1
**Net charge**: +1
**Strongest force on any atom**: 4.63 eV/Å
**Lowest unoccupied orbital energy**: -5.606 eV
**DFT total energy**: -690.384860 Ha
**Frontier orbital gap**: 6.580 eV
**HOMO energy**: -12.19 eV

***

(8)
Density functional theory data (ωB97M-V with the def2-TZVPD basis set) for an isolated ion of composition C6H14N4 and charge +2.

Cartesian coordinates (Å):
C1 1.240 -2.011 0.230
C2 -0.425 -0.247 -0.190
C3 2.043 0.135 -0.530
C4 2.250 0.964 0.823
C5 -2.705 -0.445 0.462
C6 -1.949 1.625 -0.647
N1 2.181 -1.310 -0.359
N2 0.014 -1.467 0.466
N3 0.649 0.404 -0.956
N4 -1.588 0.319 -0.082
H1 1.309 -3.016 0.614
H2 2.647 0.557 -1.253
H3 2.649 1.991 0.492
H4 2.903 0.571 1.511
H5 1.234 1.207 1.321
H6 -2.905 -0.210 1.511
H7 -3.511 -0.179 -0.218
H8 -2.534 -1.553 0.549
H9 -2.395 2.097 0.205
H10 -1.257 2.129 -1.245
H11 -2.832 1.358 -1.314
H12 3.078 -1.625 -0.621
H13 -0.461 -1.970 1.094
H14 0.365 0.676 -1.864

**ΔE to the lowest compared entry with this formula, charge and spin**: 55.51 kcal per mole
**Multiplicity**: 1
**Net charge**: +2
**Strongest force on any atom**: 5.84 eV/Å
**Lowest unoccupied orbital energy**: -8.894 eV
**DFT total energy**: -455.380401 Ha
**Frontier orbital gap**: 9.649 eV
**HOMO energy**: -18.54 eV
**SMILES string**: C[C@H]1NC=[NH+]C(=[N+](C)C)N1

***

(9)
Density functional theory data (ωB97M-V with the def2-TZVPD basis set) for a 2-piece molecular cluster, C6H14N4O overall.

Cartesian coordinates (Å):
C1 0.606 1.749 0.407
C2 1.417 0.889 -0.552
C3 4.558 -0.923 -0.272
C4 -4.222 -0.297 -0.189
C5 -3.228 0.752 0.311
C6 -3.223 -1.341 0.134
H1 0.464 1.261 1.378
H2 1.118 2.693 0.597
H3 -0.385 1.952 -0.026
H4 1.483 1.386 -1.537
H5 0.882 -0.075 -0.725
H6 3.322 1.458 -0.005
H7 3.649 0.016 -1.793
H8 5.131 -1.523 -0.973
H9 5.637 -1.462 1.187
H10 -2.823 1.292 -0.564
H11 -3.607 1.455 1.057
H12 -2.355 -0.410 1.784
H13 -3.663 -2.120 0.809
H14 -2.811 -1.793 -0.787
N1 2.758 0.605 -0.043
N2 3.443 -0.330 -0.854
N3 4.828 -0.866 0.986
N4 -2.311 -0.334 0.761
O1 -5.313 -0.329 -0.672

**ΔE to the lowest compared entry with this formula, charge and spin**: 66.56 kcal per mole
**Multiplicity**: 1
**Strongest force on any atom**: 1.88 eV/Å
**Lowest unoccupied orbital energy**: 0.762 eV
**DFT total energy**: -531.179431 Ha
**Frontier orbital gap**: 9.653 eV
**HOMO energy**: -8.89 eV
**SMILES string**: [H]/N=C/NNCC.O=C1CNC1

***

(10)
Density functional theory data (ωB97M-V with the def2-TZVPD basis set) for the molecule C6H14N4O2.

Cartesian coordinates (Å):
C1 -1.835 0.568 -0.290
C2 -2.899 -0.524 -0.652
C3 -0.878 0.329 0.923
C4 -0.170 -1.018 1.124
C5 0.942 -1.243 0.130
C6 2.937 0.121 -0.365
H1 -2.048 2.628 -0.452
H2 -2.771 1.985 0.954
H3 -1.189 0.704 -1.188
H4 -1.696 0.414 1.823
H5 -0.172 1.093 1.131
H6 0.194 -1.059 2.133
H7 -0.868 -1.891 0.987
H8 0.632 -0.817 -0.767
H9 1.358 -2.265 0.028
H10 2.612 -0.876 1.248
H11 4.058 0.876 0.821
H12 3.187 -0.867 -1.989
H13 3.371 0.716 -2.135
H14 -4.160 0.782 -0.485
N1 -2.576 1.840 -0.063
N2 2.064 -0.413 0.497
N3 4.050 0.729 -0.162
N4 2.647 0.001 -1.772
O1 -2.604 -1.627 -0.844
O2 -4.183 -0.186 -0.636

**ΔE to the lowest compared entry with this formula, charge and spin**: 45.81 kcal per mole
**Multiplicity**: 1
**Strongest force on any atom**: 4.86 eV/Å
**Lowest unoccupied orbital energy**: 0.580 eV
**DFT total energy**: -606.500875 Ha
**Frontier orbital gap**: 9.833 eV
**HOMO energy**: -9.25 eV
**SMILES string**: [H]/N=C(/N)NCCC[C@H](N)C(=O)O